[1]
This record from OMol25 describes one molecule with the formula C3H2N4O2 in a non-equilibrium geometry. The level of theory is the ωB97M-V functional and the def2-TZVPD basis.

The geometry in XYZ format:
```
11
C3H2N4O2 | OMol25 | the ωB97M-V functional and the def2-TZVPD basis
O -1.50583 -0.52371 -1.82594
C -0.41578 -0.43687 -1.18513
N 0.22171 -1.60688 -0.69995
C 0.50195 -1.53019 0.52527
N -0.09151 -0.44726 1.36686
C 0.06916 0.70301 0.99782
O -0.04892 1.63074 1.95721
N 0.76225 1.30344 -0.26164
N 0.53577 0.54122 -1.22980
H 0.98085 -2.39483 0.97938
H 0.52761 2.58925 1.71444
```

Properties
Structure (SMILES)   O=c1ncnc(O)nn1
2S+1   1
Charge   0
HOMO energy   -10.1 eV
Kohn-Sham gap   8.8 eV
Calculated total energy   -484.88500 Ha

***

[2]
This record from OMol25 describes an isolated ion of composition C3H2NO3 and charge +1 in a non-equilibrium geometry. The level of theory is the ωB97M-V functional and the def2-TZVPD basis.

The geometry in XYZ format:
```
9
C3H2NO3 | OMol25 | the ωB97M-V functional and the def2-TZVPD basis
C 0.02070 0.17858 -1.06052
C 1.01772 0.33008 -0.11107
C -1.27918 -0.20503 -0.99864
N -0.41645 -0.14618 1.73204
O -2.37195 -0.54838 -1.06521
O -0.32404 -0.45525 2.86619
O 0.97441 0.07790 1.10934
H 0.28146 0.38862 -2.18740
H 2.09733 0.37967 -0.28472
```

Properties
2S+1   1
Charge   +1
HOMO energy   -16.2 eV
Kohn-Sham gap   9.4 eV
Calculated total energy   -395.55547 Ha

***

- Which value of charge does entry 1 give?
  0

***

What did the first record say?
This record from OMol25 describes one molecule with the formula C3H2N4O2 in a non-equilibrium geometry. The level of theory is the ωB97M-V functional and the def2-TZVPD basis.

The geometry in XYZ format:
```
11
C3H2N4O2 | OMol25 | the ωB97M-V functional and the def2-TZVPD basis
O -1.50583 -0.52371 -1.82594
C -0.41578 -0.43687 -1.18513
N 0.22171 -1.60688 -0.69995
C 0.50195 -1.53019 0.52527
N -0.09151 -0.44726 1.36686
C 0.06916 0.70301 0.99782
O -0.04892 1.63074 1.95721
N 0.76225 1.30344 -0.26164
N 0.53577 0.54122 -1.22980
H 0.98085 -2.39483 0.97938
H 0.52761 2.58925 1.71444
```

Properties
Structure (SMILES)   O=c1ncnc(O)nn1
2S+1   1
Charge   0
HOMO energy   -10.1 eV
Kohn-Sham gap   8.8 eV
Calculated total energy   -484.88500 Ha

***

- The highest HOMO energy belongs to which entry?
  C3H2N4O2